Computed, not measured: a cluster of 2 separate species, C6H12O in total at a distorted geometry, with ωB97M-V/def2-TZVPD.

Geometry as XYZ:
```
19
Properties=species:S:1:pos:R:3
C -0.69228 -2.70448 0.07313
C -0.46021 -1.25176 -0.08851
H -1.39568 -3.00884 0.85322
H 2.12103 -2.14288 -0.94446
H 0.51508 0.43841 -1.01090
C -1.67001 -0.44967 0.26506
H 1.79555 -1.30321 -2.39617
H -2.83557 1.27544 0.34391
H 1.45409 4.78985 1.81436
H 2.65670 -0.55530 -1.02705
C 0.48416 -0.62269 -0.76565
C -1.84647 0.85656 0.45437
H -2.57615 -0.95245 -0.09997
H 0.16861 -3.37159 0.19683
O 1.46521 5.53399 2.39343
H 1.19383 6.30315 1.89589
H -1.14452 -3.18916 -0.81011
C 1.79305 -1.15716 -1.30891
H -1.02642 1.51179 0.16152
```

SMILES = C=C/C(C)=C/C.O
HOMO level = -8.803 eV
Net charge = 0
Largest force on an atom = 2.596 eV/Å
E_tot = -8461.871 eV
LUMO level = 0.8 eV
Relative energy (zero: lowest compared OMol25 entry of this formula, charge and spin) = 2.483 eV
Frontier orbital gap = 9.553 eV